1.
Below is 2 unconnected molecules or ions with the total composition C3H5NO3 at a distorted geometry, with properties calculated with wB97M-V/def2-TZVPD.

Each line ends with the natural charge from an NBO analysis.
CARTESIAN COORDINATES (ANGSTROEM)
C 0.994 0.420 0.011  -0.167
C 0.231 -0.990 -0.381  0.486
C -1.227 -0.736 -0.569  -0.129
H 2.254 -1.060 1.260  0.393
H 0.610 0.189 1.088  0.197
H 0.765 1.264 -0.557  0.218
H -1.990 -1.365 -1.266  0.246
H -1.920 2.212 0.698  0.506
N -1.838 0.450 -0.347  -0.067
O 2.490 0.172 0.082  -0.619
O 0.832 -2.050 -0.233  -0.520
O -1.202 1.495 0.215  -0.544

Values from the calculation:
HOMO-LUMO gap, eV: 8.24
Energy above the lowest of the compared OMol25 structures with the same formula, charge and spin, eV: 9.957

***

2.
Below is C3H5NO3 in the gas phase at a distorted geometry, with properties calculated with wB97M-V/def2-TZVPD.

Each line ends with the natural charge from an NBO analysis.
CARTESIAN COORDINATES (ANGSTROEM)
C -0.365 -0.724 1.113  0.774
N 0.911 1.040 -0.008  -0.861
C -0.796 -0.371 -1.234  0.452
C 0.362 -0.291 -0.188  -0.280
O -1.082 -1.690 1.109  -0.589
O -0.307 0.182 2.059  -0.661
O -1.209 0.600 -1.799  -0.516
H 0.240 0.930 1.689  0.514
H 0.395 1.691 -0.598  0.398
H 1.889 1.098 -0.250  0.386
H -1.122 -1.396 -1.456  0.148
H 1.086 -1.069 -0.437  0.236

Values from the calculation:
HOMO-LUMO gap, eV: 10.59
Structure (SMILES): N[C@H](C=O)C(=O)O
Energy above the lowest of the compared OMol25 structures with the same formula, charge and spin, eV: 1.102

***

3.
Below is C3H5NO3 in the gas phase, with properties calculated with wB97M-V/def2-TZVPD.

Each line ends with the natural charge from an NBO analysis.
CARTESIAN COORDINATES (ANGSTROEM)
N 2.077 0.159 -0.806  -0.666
C 0.940 0.192 -0.261  0.524
O -0.183 0.811 -0.741  -0.509
C 0.543 -0.454 1.041  -0.155
O -0.871 -0.507 0.966  -0.523
C -1.333 0.300 -0.090  0.614
O -2.100 -0.435 -0.958  -0.686
H -1.579 -1.213 -1.211  0.475
H 2.054 0.653 -1.698  0.354
H 0.960 -1.460 1.130  0.215
H 0.863 0.149 1.902  0.202
H -1.941 1.136 0.274  0.155

Values from the calculation:
HOMO-LUMO gap, eV: 11.33
Structure (SMILES): [H]/N=C1/CO[C@H](O)O1
Energy above the lowest of the compared OMol25 structures with the same formula, charge and spin, eV: 1.523

***

> energy above the lowest of the compared OMol25 structures with the same formula, charge and spin of number 2 (C3H5NO3)?

1.102 eV